This record from the Open Molecules 2025 dataset describes a structure of composition C2H4N2O2S in a non-equilibrium geometry. The level of theory is ωB97M-V with the def2-TZVPD basis set.

Structure (ORCA input):
```
! wB97M-V def2-TZVPD RIJCOSX def2/J DEFGRID3
* xyz 0 1
C 0.487 -0.283 -0.107
C -1.178 1.240 0.108
H 3.131 0.774 -0.330
H 1.988 -1.515 -0.006
H -1.615 1.948 -0.613
H -1.185 1.663 1.129
N 1.821 -0.592 -0.325
N -0.399 -1.166 0.133
O 2.695 0.253 0.378
O 0.182 1.021 -0.281
S -1.947 -0.406 0.024
*
```

For the largest force on an atom, the calculation gives 1.07 eV/A. The value obtained for the energy is -20046.9138 eV. The value obtained for the relative energy (zero: lowest compared OMol25 entry of this formula, charge and spin) is 247.9 kJ/mol.